23
Properties=species:S:1:pos:R:3:lowdin_charge:R:1 method="wB97M-V/def2-TZVPD" charge=0 gap_ev=9.1 relative_energy_kcal_mol=0.0 largest_force_ev_per_a=4.87 homo_ev=-9.7
C -2.918 -1.286 -0.145 -0.0443
C -2.527 -0.221 -1.026 -0.0546
C -2.129 -1.570 0.992 -0.0517
C -1.533 0.616 -0.589 -0.0261
C -1.021 -0.776 1.291 -0.0262
C -0.808 0.388 0.638 -0.1875
C 3.098 0.704 -0.270 -0.4680
C 2.327 -1.676 -0.597 -0.1544
C 1.017 1.997 -0.125 -0.0354
C 2.170 -0.416 -0.767 0.0035
C 0.330 1.157 0.938 -0.3701
O 4.311 0.532 -0.081 0.0993
O 2.374 -2.816 -0.307 0.1966
O 2.492 1.835 -0.067 0.0363
O 0.823 0.999 2.046 0.1246
H -3.678 -1.997 -0.407 0.0934
H -2.981 -0.161 -1.983 0.0931
H -2.246 -2.549 1.546 0.1285
H -1.401 1.637 -0.925 0.1106
H -0.701 -0.927 2.271 0.1090
H 0.675 1.857 -1.177 0.1328
H 0.896 2.999 0.313 0.1524
H 1.430 -0.326 -1.569 0.1381


38
Properties=species:S:1:pos:R:3:lowdin_charge:R:1 method="wB97M-V/def2-TZVPD" charge=-2 gap_ev="5.7 / 5.8" relative_energy_kcal_mol=53.9 multiplicity=2 largest_force_ev_per_a=0.94 s_squared=0.755 homo_ev="-1.6 / -1.7"
Pd -1.434 -0.554 0.913 0.3842
S -5.031 0.608 3.983 -0.2376
As -3.192 1.101 3.095 -0.4944
S -3.331 0.943 0.827 0.0376
S -1.711 -0.568 3.209 0.0376
S -2.291 2.984 3.500 -0.2012
O 0.946 -0.004 -0.289 0.0713
B 0.614 0.057 1.119 -1.0386
O 1.422 -0.895 1.816 0.0716
C 2.092 -1.579 0.852 -0.2214
C 2.939 -2.651 1.006 -0.0039
C 3.494 -3.200 -0.155 -0.1152
C 3.188 -2.689 -1.408 -0.1118
C 2.321 -1.603 -1.555 -0.0051
C 1.796 -1.058 -0.409 -0.2282
H 3.144 -3.057 1.987 0.1116
H 4.154 -4.055 -0.073 0.0854
H 3.606 -3.155 -2.291 0.0877
H 2.037 -1.227 -2.528 0.1170
F -1.510 -1.474 -1.499 -0.2134
P -1.704 -3.096 -1.293 0.1459
F -0.720 -2.974 0.001 -0.1794
F -0.413 -3.356 -2.240 -0.1699
F -2.660 -3.155 -2.594 -0.1672
F -2.978 -2.805 -0.351 -0.1715
F -1.860 -4.680 -1.054 -0.1600
S 0.821 1.806 1.941 0.9671
C 0.274 2.783 0.613 -0.5691
N -1.043 2.918 0.409 0.0260
C -1.594 3.627 -0.578 -0.0670
C -0.802 4.324 -1.458 -0.0512
C 0.577 4.237 -1.277 -0.0608
C 1.116 3.483 -0.255 -0.0554
H -1.769 2.342 0.977 -0.0530
H -2.674 3.582 -0.612 0.1182
H -1.246 4.891 -2.261 0.1008
H 1.240 4.758 -1.957 0.1037
H 2.182 3.388 -0.111 0.1097


49
Properties=species:S:1:pos:R:3:lowdin_charge:R:1 method="wB97M-V/def2-TZVPD" charge=-1 gap_ev=7.3 relative_energy_kcal_mol=2.5 largest_force_ev_per_a=7.09 homo_ev=-5.4
Na -12.455 -4.347 2.865 0.4957
As -15.088 -3.410 0.120 0.9426
F -14.355 -3.984 1.622 -0.2842
F -13.610 -3.948 -0.775 -0.2853
F -15.905 -2.912 -1.451 -0.3234
F -16.576 -2.817 1.022 -0.3190
F -14.390 -1.795 0.227 -0.2683
F -15.782 -5.085 -0.064 -0.3106
O -8.955 -3.362 0.611 0.1166
C -10.067 -3.680 1.252 -0.8771
O -11.195 -3.146 0.989 -0.0526
O -10.046 -4.493 2.156 -0.0403
H -8.439 -3.969 1.147 0.0912
C -8.233 -1.886 4.387 -0.0500
C -6.911 -2.754 4.284 -0.4409
C -6.019 -2.632 5.512 -0.3123
F -4.854 -3.250 5.451 0.1180
F -5.731 -1.318 5.851 0.0606
F -7.226 -4.021 4.010 0.1432
F -6.158 -2.325 3.242 0.1176
O -9.014 -2.400 5.435 -0.0006
C -10.449 -2.146 5.386 -0.4784
C -10.986 -2.680 6.687 -0.3289
F -12.318 -2.641 6.684 0.1248
F -10.651 -3.952 6.907 0.1235
F -10.631 -0.813 5.273 0.1629
F -10.988 -2.764 4.339 0.1816
H -8.787 -1.891 3.448 0.1477
H -7.925 -0.859 4.585 0.1372
H -6.517 -3.069 6.378 0.1658
H -10.570 -2.040 7.465 0.1751
C -11.917 -8.327 1.681 -0.0444
C -13.158 -7.732 0.965 -0.4277
C -14.325 -7.498 1.993 -0.3165
F -14.740 -8.589 2.640 0.1139
F -14.008 -6.528 2.852 0.1077
F -12.750 -6.598 0.358 0.1484
F -13.608 -8.609 0.033 0.1177
O -11.475 -7.380 2.654 -0.0020
C -11.013 -7.925 3.900 -0.5331
C -10.587 -6.705 4.760 -0.2583
F -11.479 -5.669 4.707 0.0806
F -10.230 -6.869 6.041 0.1105
F -11.964 -8.615 4.459 0.1914
F -9.961 -8.718 3.689 0.1673
H -11.136 -8.501 0.941 0.1478
H -12.238 -9.251 2.162 0.1381
H -15.127 -7.173 1.332 0.1601
H -9.672 -6.391 4.256 0.1664


26
Properties=species:S:1:pos:R:3:lowdin_charge:R:1 method="wB97M-V/def2-TZVPD" charge=+2 gap_ev="7.4 / 7.6" multiplicity=8 largest_force_ev_per_a=4.25 s_squared=15.760 homo_ev="-15.7 / -15.7"
Eu -0.017 0.881 -0.296 1.3621
C 0.016 2.025 2.358 -0.0171
O 0.032 2.288 3.478 0.1481
C -0.015 3.654 -0.157 -0.0689
O -0.015 4.766 -0.247 0.1838
C -2.276 1.551 0.266 -0.1004
O -3.399 1.531 0.333 0.2047
C 2.255 1.549 0.210 -0.1005
O 3.379 1.527 0.246 0.2051
C -0.017 -0.130 -4.693 -0.1103
H 0.925 -0.697 -4.567 0.0550
H -0.956 -0.696 -4.544 0.0546
C -0.020 1.161 -5.000 -0.0917
H -0.962 1.730 -5.122 0.0616
H 0.918 1.729 -5.146 0.0619
C 0.023 -3.108 2.663 0.0139
C 1.221 -2.531 2.247 -0.0087
C 1.202 -1.329 1.566 -0.1187
N 0.001 -0.765 1.302 -0.2076
C -1.188 -1.270 1.706 -0.1173
C -1.187 -2.472 2.386 -0.0075
H 0.031 -4.053 3.213 0.1413
H 2.191 -2.977 2.440 0.1316
H 2.101 -0.800 1.212 0.0969
H -2.093 -0.695 1.458 0.0971
H -2.148 -2.870 2.690 0.1310


27
Properties=species:S:1:pos:R:3:lowdin_charge:R:1 method="wB97M-V/def2-TZVPD" charge=+4 gap_ev=4.1 largest_force_ev_per_a=2.68 homo_ev=-23.6
O -1.724 1.278 2.266 0.1684
C -2.237 1.257 0.984 -0.1324
C -1.160 1.926 -0.011 0.0335
C 0.009 1.015 -0.101 -0.1049
C 1.219 1.260 0.594 0.0930
C 2.274 0.380 0.502 0.1888
C 2.220 -0.866 -0.302 -0.1573
N 3.271 -1.642 -0.304 0.2145
C 3.125 -2.739 -1.131 -0.1215
C 1.939 -2.987 -1.885 -0.2141
N 0.830 -2.175 -1.827 0.2061
C 1.013 -1.134 -1.036 -0.1759
C -0.071 -0.182 -0.911 0.2757
C -3.626 2.044 0.953 -0.5644
F -4.138 1.968 2.171 0.2422
F -4.466 1.450 0.125 0.2411
F -3.467 3.317 0.648 0.2418
H -1.437 0.375 2.461 0.1568
H -2.409 0.217 0.678 0.1670
H -0.771 2.876 0.371 0.1671
H -1.537 2.035 -1.045 0.1919
H 1.320 2.161 1.200 0.1726
H 3.211 0.586 1.029 0.1755
H 3.981 -3.416 -1.247 0.1484
H 1.919 -3.859 -2.572 0.1500
H -0.994 -0.383 -1.469 0.1812
Zr 1.705 -4.761 -0.142 2.0549


24
Properties=species:S:1:pos:R:3:lowdin_charge:R:1 method="wB97M-V/def2-TZVPD" charge=+1 gap_ev=7.8 largest_force_ev_per_a=0.60 homo_ev=-12.6
O 3.750 -0.504 -1.929 0.1711
C 3.465 -0.043 -0.868 -0.4837
O 3.784 1.242 -0.498 0.0854
C 2.767 -0.834 0.222 -0.0367
C 1.273 -0.692 0.116 -0.1560
C 0.515 -1.761 -0.427 -0.0630
C -0.840 -1.677 -0.537 -0.6247
I -1.890 -3.281 -1.360 1.0356
C -1.515 -0.504 -0.098 -0.1779
C -2.893 -0.349 -0.155 -0.0037
N -3.468 0.762 0.266 0.1128
C -2.771 1.817 0.775 -0.0206
C -1.431 1.738 0.867 0.0335
C -0.750 0.574 0.436 -0.1152
C 0.642 0.453 0.534 0.0410
H 3.178 1.878 -0.894 0.1219
H 3.052 -1.877 0.128 0.1332
H 3.089 -0.470 1.196 0.1387
H 1.017 -2.655 -0.765 0.1148
H -3.523 -1.136 -0.541 0.0901
H -4.475 0.821 0.203 0.1848
H -3.333 2.679 1.092 0.1435
H -0.865 2.561 1.273 0.1371
H 1.225 1.258 0.962 0.1378


23
Properties=species:S:1:pos:R:3:lowdin_charge:R:1 method="wB97M-V/def2-TZVPD" charge=0 gap_ev=8.1 relative_energy_kcal_mol=68.6 largest_force_ev_per_a=3.87 homo_ev=-8.1
C 1.499 1.850 0.787 -0.4967
C 0.383 0.031 2.547 -0.1218
C 1.527 -0.470 1.788 -0.3521
C -0.752 0.346 1.968 -0.0842
C 1.260 -0.877 0.352 -0.2972
C -1.006 0.161 0.591 -0.2214
C -0.052 -0.365 -0.212 -0.1728
C -2.043 0.845 -0.041 -0.0115
C -2.020 0.963 -1.418 -0.1043
C -1.197 0.215 -2.292 -0.0321
C 0.323 -1.419 -2.570 -0.0465
N 0.618 2.431 1.238 0.1441
N -0.326 -0.531 -1.571 -0.1023
P 2.526 0.520 0.452 1.0100
H 0.740 0.170 3.513 0.0962
H 2.331 -1.045 2.293 0.1082
H -1.560 0.767 2.660 0.1565
H 1.688 -1.760 -0.136 0.1037
H -2.954 1.257 0.413 0.1255
H -2.641 1.691 -1.863 0.0674
H -0.364 -1.859 -3.235 0.0657
H 1.054 -0.768 -3.128 0.1095
H 0.963 -2.153 -2.136 0.0561


25
Properties=species:S:1:pos:R:3:lowdin_charge:R:1 method="wB97M-V/def2-TZVPD" charge=0 gap_ev=7.4 relative_energy_kcal_mol=19.5 largest_force_ev_per_a=5.26 homo_ev=-8.0
N 2.942 -0.089 3.421 0.1807
N -0.793 1.436 3.627 0.1877
C 2.325 -0.221 2.474 -0.1946
C -0.590 1.205 2.488 -0.1853
N 3.604 -1.790 0.417 0.1332
C 2.363 -1.374 0.278 -0.3926
C -1.531 0.513 -0.992 0.0170
C 1.702 -0.515 1.249 -0.1252
C -0.556 0.715 1.186 -0.1362
C 0.484 -0.208 0.771 -0.0801
C -1.520 1.146 0.319 -0.1625
C -0.552 -0.444 -1.346 -0.2622
N 1.506 -1.675 -0.732 0.1651
N 0.296 -0.920 -0.417 0.0498
C -2.457 2.346 0.576 -0.0139
C -0.655 -1.107 -2.663 -0.0255
H 4.020 -2.411 -0.255 0.0256
H -2.292 0.733 -1.788 0.1313
H 1.886 -1.560 -1.622 0.1238
H -2.546 2.744 1.614 0.0906
H -3.461 2.173 0.256 0.0709
H -2.023 3.191 0.055 0.0888
H -1.004 -0.303 -3.395 0.1158
H -1.376 -1.929 -2.449 0.1130
H 0.228 -1.653 -3.074 0.0849